Below is a molecular structure, C51H64Ge2IrN8O2PSSe, with properties calculated with ωB97M-V/def2-TZVPD.

Geometry as ORCA input:
```
! RIJCOSX wB97M-V def2-TZVPD def2/J DEFGRID3
* xyz 1 6
N -2.57 1.21 1.53
C 4.28 -4.28 -1.43
Ge 1.51 -1.12 -1.87
H -5.42 -0.11 2.46
N -1.51 3.02 -0.13
C -2.74 -0.22 1.73
H 1.64 3.20 -3.39
H 0.57 5.05 5.09
C -2.01 -4.18 3.15
N -0.82 2.94 2.39
C -2.61 -4.35 -1.75
H -1.97 4.68 1.06
C -0.86 3.47 4.78
H -2.12 -5.27 -1.48
H -6.09 -0.29 0.85
C 0.36 -1.11 -3.46
P -1.19 1.98 1.09
H -1.20 1.58 -1.61
H -2.00 -1.00 -1.73
H -2.15 -4.21 1.00
C 5.03 -2.38 2.54
H -1.97 -1.06 -6.56
C 4.85 0.36 2.05
N -0.03 0.96 0.62
C -1.96 -3.14 -1.53
C -5.22 0.05 1.40
H 2.71 -3.40 -0.28
H 2.05 1.30 -5.27
H 5.22 -3.31 -4.53
H -0.19 4.95 2.37
H 4.73 0.02 -1.40
C -4.45 -3.13 -2.71
C 3.65 -2.41 -3.38
H -3.92 1.90 2.98
C -3.07 4.80 -0.79
C 1.45 -0.67 3.61
C 0.22 -1.99 5.18
H 4.51 -5.01 -0.67
C -3.78 -1.94 -2.50
H -3.81 -0.60 -0.08
O 0.02 -4.56 -0.59
H 5.10 -3.44 2.75
C -0.11 -2.20 2.81
H 5.39 0.65 -2.91
H -4.23 -1.00 -2.81
H -1.70 -3.95 5.25
H -3.88 4.17 -0.44
Ir 0.99 -0.71 0.53
H -4.86 1.73 0.09
H -5.85 2.13 1.50
C -3.74 2.01 1.90
C -1.33 -1.07 -5.69
C -1.67 -3.75 1.85
H -5.43 -3.13 -3.18
H 2.19 0.08 3.38
C -2.53 -1.93 -1.91
C 1.16 -1.03 4.94
H -1.56 4.27 4.51
H 2.72 3.45 -1.99
H 1.16 2.65 -1.77
C -0.26 0.07 -3.88
H 1.70 -0.54 5.74
C -4.99 1.54 1.16
H -3.54 3.06 1.71
H -3.35 5.83 -0.60
H 3.40 -1.71 -4.16
C -3.87 -4.34 -2.33
C 3.99 -1.91 1.77
C 0.08 -2.28 -4.17
H -1.18 3.10 5.75
H -0.80 3.87 -2.54
C -2.84 4.57 -2.29
H 5.79 -4.97 -2.78
C 4.67 -3.32 -3.59
N 2.91 0.05 0.73
C 4.70 0.85 -2.10
H -0.01 -2.29 6.20
H -4.40 -5.27 -2.49
N 0.84 -1.23 2.59
H 3.76 1.73 -5.11
H -3.78 4.30 -2.77
H -4.09 -1.79 1.18
N -0.34 -2.21 0.44
C 2.99 1.01 -4.83
H 1.67 2.78 3.41
C 0.26 3.95 2.32
H -2.01 1.93 3.80
C 3.89 -0.54 1.50
H -2.49 5.49 -2.77
H 1.15 3.47 5.59
S -0.27 -3.17 -0.94
C -1.82 4.45 0.01
C -1.88 2.41 -1.42
H -0.97 5.06 -0.34
C 2.00 2.78 -2.45
C -0.75 -2.25 -5.28
C -1.80 3.45 -2.52
H -1.96 2.97 -3.48
C -3.97 -0.73 0.99
C -1.01 2.36 3.74
H 0.40 -4.17 -4.30
C 5.90 -0.15 2.83
C -0.73 -2.76 1.67
C -0.45 -2.61 4.11
H 3.25 -2.59 1.37
H -0.07 0.99 -3.34
C 5.98 -1.50 3.07
O 0.63 -3.44 -3.72
H -1.84 -0.72 1.37
H 4.98 1.77 -1.57
C -1.09 0.10 -4.99
H -1.54 1.03 -5.31
H 6.79 -1.89 3.67
C -1.43 -3.63 4.26
Ge 2.92 1.09 -2.87
C 4.99 -4.25 -2.62
H 2.08 4.48 3.32
C 2.95 -2.41 -2.18
C 0.57 4.00 4.82
H -0.94 -3.17 -5.83
C 3.27 -3.35 -1.21
Se 3.21 1.87 0.82
H 3.28 0.04 -5.23
H -0.30 1.56 3.93
H 0.76 3.87 1.35
H -2.84 -0.43 2.80
H -2.89 1.99 -1.37
H 6.63 0.54 3.23
N 4.69 1.68 1.80
C 1.25 3.79 3.46
H -2.75 -4.96 3.27
*
```

Results
HOMO-LUMO gap (alpha / beta): 0.1950 / 0.1864 hartree
Max |F|: 0.72 eV/A
Total energy: -271276.0768 eV
E_HOMO (alpha / beta): -7.9 / -9.7 eV
<S²>: 8.80
Energy above the lowest of the compared OMol25 structures with the same formula, charge and spin: 9.6 kcal per mole

***

Below is a single C20H22F3N3O molecule in a non-equilibrium geometry, with properties calculated with ωB97M-V/def2-TZVPD.

Geometry as ORCA input:
```
! RIJCOSX wB97M-V def2-TZVPD def2/J DEFGRID3
* xyz 0 1
H 2.96 4.45 0.68
H 3.55 -0.11 -0.31
C -3.44 0.24 -1.64
H 3.72 -2.08 -2.28
C 2.64 -2.02 -2.35
N 1.78 0.66 0.25
H 5.84 4.23 2.03
H 2.21 -3.01 -2.42
N 3.52 1.97 1.07
H 2.46 0.59 -1.62
C -2.12 0.00 -1.43
C -2.65 -1.42 0.40
H 0.18 -1.41 0.79
H 3.84 2.75 3.03
H 2.25 -2.08 -0.25
F -6.15 0.75 0.08
H 2.35 -1.51 -3.36
C -1.69 -0.85 -0.42
H 0.03 1.16 -0.85
C -4.07 -1.13 0.16
C 0.31 0.58 0.05
F -6.00 0.83 -2.20
C 2.51 -0.09 -0.77
H 0.31 -1.04 -2.20
C -4.56 -2.77 1.74
H 3.36 4.95 2.27
H -0.16 0.93 1.02
H -1.36 0.53 -2.10
C 4.00 2.94 1.99
C -2.31 -2.36 1.36
C 0.52 -1.52 -1.30
F -6.53 -1.13 -1.13
H 0.13 -2.55 -1.28
H 3.68 2.17 0.11
C -0.19 -0.89 -0.14
C 2.04 -1.45 -1.12
C -5.86 0.05 -1.04
C -3.25 -3.09 2.01
H -5.21 -3.22 2.39
N -4.95 -1.81 0.97
C 5.12 3.78 1.40
C 3.63 4.28 1.49
H -3.07 -3.84 2.77
O 2.05 1.02 2.45
H -1.29 -2.74 1.37
C -4.45 -0.18 -0.76
H -3.61 0.75 -2.65
C 2.41 1.22 1.30
H 5.52 3.45 0.42
*
```

Results
HOMO-LUMO gap: 0.3096 hartree
Max |F|: 4.30 eV/A
Total energy: -35764.8854 eV
E_HOMO: -8.7 eV
Energy above the lowest of the compared OMol25 structures with the same formula, charge and spin: 85.2 kcal per mole
Structure (SMILES): C[C@@H]1C[C@H](c2ccc(C(F)(F)F)c3ncccc23)CN(C(=O)NC2CC2)C1

***

Below is 9 unconnected molecules or ions with the total composition C4H27NO8S2 in a non-equilibrium geometry, with properties calculated with ωB97M-V/def2-TZVPD.

Geometry as ORCA input:
```
! RIJCOSX wB97M-V def2-TZVPD def2/J DEFGRID3
* xyz 0 1
H 3.45 -0.95 0.02
O -0.39 -1.33 -3.68
H -0.28 0.45 2.41
H 2.27 -0.54 2.92
C 0.25 2.55 1.72
H 1.16 -0.01 -1.86
C 3.16 1.23 -0.42
O -4.11 1.25 -1.42
H -1.37 1.12 -3.11
O 2.82 0.09 2.63
H 1.99 -2.96 2.41
H -2.32 -1.82 -0.72
C -0.51 1.56 2.47
H 1.77 -0.21 0.59
H -1.31 -2.06 1.11
H -4.22 1.98 -0.73
H -4.24 -1.08 0.89
H -1.32 -1.44 -3.74
H 1.36 2.71 1.95
H 3.85 1.40 -1.25
H -0.89 0.61 -4.48
H 0.58 -2.29 2.42
H 3.68 1.42 0.51
H 0.03 -2.21 -3.77
H -0.21 3.63 2.00
O 1.46 -2.18 2.76
H -0.37 -3.10 0.79
H -3.30 -0.01 0.29
H -1.55 1.65 2.32
S 1.92 2.60 -0.74
N 1.76 -0.72 -1.42
O -3.48 -0.94 0.33
C 2.53 -0.20 -0.27
O -0.88 -2.78 1.53
H 2.26 -1.12 -2.13
H -0.87 -1.80 -1.42
S -0.04 2.24 -0.03
H -0.14 1.75 3.61
O -1.48 1.30 -4.07
H -3.94 1.61 -2.24
H 2.57 0.90 3.01
O -1.66 -2.31 -1.19
*
```

Results
HOMO-LUMO gap: 0.3195 hartree
Max |F|: 5.72 eV/A
Total energy: -44125.3392 eV
E_HOMO: -8.7 eV
Energy above the lowest of the compared OMol25 structures with the same formula, charge and spin: 40.6 kcal per mole
Structure (SMILES): CCSSCCN.O.O.O.O.O.O.O.O